{"formula": "C18H46N10O21S", "method": "the ωB97M-V functional and the def2-TZVPD basis", "homo_lumo_gap_ev": [7.19, 2.10], "spin_multiplicity": 2, "charge": 1, "e_homo_ev": [-10.39, -10.39], "elements": ["C", "N", "O", "O", "H", "H", "H", "C", "N", "O", "O", "H", "H", "H", "C", "N", "O", "O", "H", "H", "H", "C", "N", "O", "O", "H", "H", "H", "C", "N", "O", "O", "H", "H", "H", "C", "N", "O", "O", "H", "H", "H", "C", "N", "O", "O", "H", "H", "H", "C", "C", "O", "S", "O", "O", "O", "H", "H", "H", "H", "C", "O", "N", "C", "C", "H", "H", "H", "H", "H", "H", "H", "C", "O", "N", "C", "C", "H", "H", "H", "H", "H", "H", "H", "C", "O", "N", "C", "C", "H", "H", "H", "H", "H", "H", "H"], "xyz": [[-20.38011, 1.34629, 18.94237], [-20.07996, 2.07051, 17.61736], [-19.52561, 1.49826, 16.69562], [-20.42093, 3.24456, 17.54040], [-19.82345, 1.87475, 19.71629], [-19.99122, 0.33339, 18.83798], [-21.45568, 1.45311, 19.08323], [-18.82869, -3.55049, 17.95361], [-19.74730, -2.44229, 17.52191], [-20.92761, -2.56040, 17.97743], [-19.21233, -1.46529, 17.00274], [-19.28667, -4.50008, 17.67678], [-18.68993, -3.61874, 19.03259], [-17.84407, -3.53898, 17.48619], [-23.21523, -3.96548, 13.47643], [-22.25699, -3.44543, 14.43717], [-22.63270, -2.74294, 15.32534], [-21.06241, -3.72255, 14.22283], [-22.86857, -4.95443, 13.17660], [-23.17806, -3.21983, 12.68226], [-24.19936, -4.08202, 13.93029], [-19.00156, -4.17363, 9.29594], [-20.13152, -3.66070, 8.37882], [-20.96980, -2.98169, 8.83374], [-20.14542, -3.99700, 7.21631], [-18.90060, -5.24170, 9.10322], [-19.40758, -4.10265, 10.30500], [-18.15684, -3.51838, 9.08336], [-15.64601, 2.93949, 15.21643], [-16.45362, 3.75416, 16.27588], [-17.65966, 3.93853, 16.06256], [-15.96184, 4.02318, 17.36571], [-14.96025, 3.60134, 14.68748], [-16.36344, 2.44230, 14.56360], [-15.13205, 2.12182, 15.72177], [-15.87247, -1.68045, 14.81353], [-16.46977, -2.52096, 13.73805], [-17.37721, -3.34256, 13.97174], [-15.93352, -2.38482, 12.63765], [-16.67024, -1.49237, 15.53205], [-15.52547, -0.75206, 14.35989], [-15.05405, -2.23203, 15.27620], [-23.63956, 0.09225, 10.75020], [-23.86642, 0.10089, 12.18319], [-23.04297, -0.30447, 12.99688], [-24.90437, 0.53544, 12.61942], [-23.36946, -0.92714, 10.47453], [-22.82161, 0.75881, 10.47678], [-24.52234, 0.47003, 10.23436], [-20.64954, 4.19309, 14.20406], [-20.13926, 5.68667, 14.52566], [-19.24031, 6.04228, 13.50480], [-18.89329, 4.93339, 12.39652], [-17.81377, 4.04227, 12.87148], [-18.89400, 5.49566, 11.03587], [-20.32046, 4.19557, 12.83945], [-21.70079, 4.13074, 14.48528], [-19.99588, 3.48643, 14.71539], [-19.65439, 5.68632, 15.50188], [-20.97841, 6.37804, 14.60260], [-23.69759, 1.86476, 15.56866], [-24.32762, 2.87987, 15.48553], [-23.64985, 1.11730, 16.67568], [-22.77365, -0.12604, 16.70843], [-24.44369, 1.43445, 17.86540], [-23.13920, 1.37493, 14.75597], [-22.49342, -0.32024, 15.67312], [-23.31230, -0.97938, 17.12044], [-21.89615, 0.05256, 17.32987], [-24.95153, 2.39680, 17.92932], [-25.13892, 0.62010, 18.06936], [-23.74231, 1.52215, 18.69514], [-18.27776, 0.90482, 12.02377], [-17.94082, 1.01535, 10.85460], [-18.86034, -0.17108, 12.53668], [-19.45769, -0.18795, 13.93566], [-19.15156, -1.33750, 11.77814], [-18.22525, 1.77083, 12.70161], [-19.10479, 0.53629, 14.66985], [-19.35647, -1.16250, 14.41325], [-20.52958, -0.05665, 13.78762], [-19.75136, -1.15773, 10.88594], [-18.22264, -1.81657, 11.46878], [-19.68950, -2.13200, 12.29532], [-18.02413, -0.78459, 8.08926], [-17.05667, -1.40714, 7.62418], [-19.07348, -0.39924, 7.38304], [-20.15711, 0.25414, 8.08130], [-19.37112, -0.60449, 5.89907], [-18.26149, -0.55340, 9.13922], [-21.05072, -0.36180, 7.98049], [-20.37571, 1.18342, 7.55522], [-19.97921, 0.53153, 9.12029], [-18.50693, -1.00789, 5.37131], [-20.28377, -1.16156, 5.68733], [-19.55708, 0.27892, 5.28824]], "forces_ev_per_a": [[0.79, 0.40, -0.99], [0.19, 1.05, -0.37], [-0.35, -0.43, 0.91], [-0.30, -0.79, 0.53], [-0.20, 0.09, -0.11], [-0.38, 0.04, -0.02], [0.25, -0.19, 0.17], [0.18, -1.47, -0.56], [-0.27, -0.14, 2.53], [2.74, 1.07, -1.91], [-1.73, -1.05, 0.28], [-0.24, 0.19, -0.12], [-0.43, 0.73, 0.00], [-0.32, 0.66, -0.23], [-0.53, -0.72, -0.33], [2.84, -0.94, -0.67], [-0.61, 0.87, 1.11], [-1.63, 0.42, 0.39], [0.11, 0.34, -0.31], [-0.30, -0.34, -0.21], [0.15, 0.45, -0.01], [-1.39, 0.09, -0.25], [2.17, -2.35, -1.40], [-2.47, 2.51, 2.38], [0.84, -0.48, -0.29], [0.48, 0.33, -0.49], [0.28, 0.46, -0.06], [0.16, -0.40, 0.10], [-0.66, 0.09, 0.59], [-1.37, -0.90, 0.99], [1.53, -0.12, -0.54], [0.48, -0.23, -1.54], [-0.21, -0.05, 0.16], [-0.12, 0.71, -0.11], [0.23, 0.55, 0.42], [-0.83, 0.14, 0.41], [0.15, -1.24, -1.57], [1.41, 1.71, 0.12], [-0.90, -0.21, 1.16], [0.15, -0.02, 0.08], [0.01, -0.29, -0.02], [-0.10, -0.03, -0.18], [0.34, -0.08, -1.24], [-0.53, 0.46, 2.53], [1.32, -0.55, -1.02], [-1.10, 0.56, -0.83], [-0.06, 0.11, -0.11], [0.21, -0.11, 0.44], [-0.05, -0.37, 0.33], [2.65, 2.79, 0.52], [-0.76, -1.63, 1.54], [1.44, 1.18, -0.88], [-0.46, -1.08, 1.22], [-2.08, 2.21, -1.37], [-0.33, -1.58, 3.80], [-0.50, -1.67, -3.31], [0.00, -0.32, -0.84], [-0.33, -0.17, 0.23], [0.36, 0.07, -0.20], [0.15, 0.17, -0.64], [0.87, -0.28, -2.81], [-0.58, 0.95, 0.29], [-0.01, -2.20, 3.39], [-0.93, 1.10, -0.71], [0.53, 0.31, 0.54], [-0.03, 0.46, -0.17], [0.13, -0.12, 0.20], [-0.20, 0.21, 0.04], [0.00, 0.15, -0.02], [-0.05, -0.10, -1.14], [0.10, -0.14, -0.06], [0.20, -0.56, 0.17], [-0.14, 1.17, -0.97], [0.06, -0.24, 0.21], [-1.05, -0.70, 3.56], [-0.12, -0.11, -1.16], [0.27, -1.29, -1.28], [0.21, -0.21, 0.25], [0.34, 0.29, -0.68], [0.35, -0.15, -0.35], [-0.22, 0.18, 0.22], [0.08, 0.38, -0.16], [0.12, 0.05, -0.30], [-0.02, 0.46, 0.68], [1.50, -1.87, -0.94], [-1.01, 0.87, 1.10], [-2.20, 0.83, -2.38], [-0.77, 0.55, -0.82], [1.04, 0.16, 0.44], [1.03, -0.05, 0.18], [-0.20, -0.11, 0.30], [-0.09, 0.22, 0.03], [0.42, -0.38, -0.07], [-0.06, -0.60, 0.57], [0.21, -0.66, 0.71], [0.13, 0.95, 0.91]], "mulliken_charge": [-0.6293, 0.7227, -0.2455, -0.5283, 0.3419, 0.1871, 0.1127, -0.8940, 0.8680, -0.5093, -0.3906, 0.3293, 0.3184, 0.2922, -0.7253, 0.9139, -0.4953, -0.5181, 0.2968, 0.1948, 0.2957, -0.5540, 0.9286, -0.5034, -0.5553, 0.3038, 0.1286, 0.2432, -0.5015, 0.8039, -0.4382, -0.5269, 0.3502, -0.0119, 0.3179, -0.6953, 0.9905, -0.5388, -0.5218, 0.0798, 0.3599, 0.3339, -0.8125, 0.8607, -0.4508, -0.5328, 0.2875, 0.3067, 0.3514, 0.3447, -0.4217, -0.3437, 1.0292, -0.4097, -0.5369, -0.3985, 0.2229, -0.1089, 0.2520, 0.3663, 0.3366, -0.4130, 0.3516, -0.2767, -0.7560, 0.3506, -0.1233, 0.4479, 0.0228, 0.3499, 0.3592, 0.2776, 0.3119, -0.5950, 0.6758, -0.5445, -1.1219, -0.0738, 0.1433, 0.0395, 0.4934, 0.3926, 0.3505, 0.1443, -0.1475, -0.6919, 0.1255, -0.9762, -1.0247, 0.6168, 0.3437, 0.4322, 0.1796, 0.3503, 0.3381, 0.3739]}



{"formula": "C18H46O9", "method": "the ωB97M-V functional and the def2-TZVPD basis", "smiles": "C1CCOC1.COCCOC.COCCOC.COCCOC.CO.CO", "homo_lumo_gap_ev": 9.97, "de_lowest_kcal_mol": 0.0, "charge": 0, "e_homo_ev": -9.32, "elements": ["C", "C", "C", "O", "C", "H", "H", "H", "H", "H", "H", "H", "H", "C", "O", "H", "H", "H", "H", "C", "O", "H", "H", "H", "H", "C", "O", "C", "C", "O", "C", "H", "H", "H", "H", "H", "H", "H", "H", "H", "H", "C", "O", "C", "C", "O", "C", "H", "H", "H", "H", "H", "H", "H", "H", "H", "H", "C", "O", "C", "C", "O", "C", "H", "H", "H", "H", "H", "H", "H", "H", "H", "H"], "xyz": [[-2.23479, -3.36654, 2.27930], [-1.64423, -4.73955, 1.98679], [-0.45773, -4.75715, 2.95967], [-0.00463, -3.41751, 3.06823], [-1.00207, -2.51301, 2.59035], [-2.99501, -3.36809, 3.05945], [-2.72085, -2.97066, 1.38279], [-1.30111, -4.86944, 0.96207], [-2.34823, -5.53080, 2.24449], [0.33678, -5.43453, 2.64454], [-0.80329, -5.12346, 3.93530], [-0.70179, -1.95394, 1.69824], [-1.21532, -1.73043, 3.32359], [2.33748, -1.67556, 1.37448], [1.97145, -3.02336, 1.08344], [1.48277, -0.99911, 1.26467], [2.66654, -1.63134, 2.41866], [3.13721, -1.32418, 0.72918], [1.22957, -3.20803, 1.68007], [-0.17162, 0.92436, -0.11942], [-1.10428, 0.47193, 0.83411], [-0.34735, 1.95616, -0.44160], [0.86124, 0.84284, 0.24426], [-0.25329, 0.27237, -0.98890], [-1.34338, 1.21568, 1.41216], [-3.73519, -0.51544, 4.48057], [-2.79109, 0.48627, 4.10314], [-3.41533, 1.51862, 3.37576], [-2.56600, 2.76442, 3.37989], [-1.51778, 2.62969, 2.42657], [-0.62624, 3.72119, 2.35428], [-3.18621, -1.37504, 4.85651], [-4.29866, -0.81214, 3.59105], [-4.32959, -0.05951, 5.27693], [-4.37548, 1.78228, 3.83920], [-3.55306, 1.19640, 2.33523], [-2.12001, 2.98884, 4.35551], [-3.17149, 3.63487, 3.08576], [-1.17159, 4.61090, 2.00834], [0.17369, 3.45703, 1.67259], [-0.22928, 3.97957, 3.34322], [5.12243, 3.79043, -2.49386], [3.74856, 3.65690, -2.24549], [3.07920, 4.91257, -2.11550], [1.59700, 4.67872, -2.05356], [0.92734, 4.89274, -3.27600], [1.36100, 4.02317, -4.30762], [5.47016, 2.91753, -3.04341], [5.66613, 3.85195, -1.54276], [5.35032, 4.68203, -3.08927], [3.33855, 5.48309, -3.01631], [3.45736, 5.45134, -1.23825], [1.16156, 5.41890, -1.37699], [1.33201, 3.68408, -1.67794], [2.26812, 4.40716, -4.78763], [0.57865, 3.96999, -5.06317], [1.55726, 3.01472, -3.93094], [-0.79131, -5.04792, -2.54242], [-1.02170, -3.67137, -2.49073], [0.08176, -2.92832, -2.02603], [0.34608, -1.71665, -2.87124], [0.55268, -2.05174, -4.21870], [0.67913, -0.90411, -5.03221], [-0.46932, -5.45268, -1.57267], [-0.01094, -5.32478, -3.26927], [-1.69111, -5.56584, -2.87010], [0.97902, -3.55131, -1.93302], [-0.08927, -2.58328, -0.99372], [1.27100, -1.27640, -2.45700], [-0.45399, -0.96790, -2.80532], [1.37215, -0.18676, -4.57750], [-0.29035, -0.41832, -5.19852], [1.05978, -1.24252, -5.99332]], "forces_ev_per_a": [[-0.12, 0.54, -1.15], [0.17, -0.24, 0.89], [-0.69, -0.66, 0.03], [0.52, 0.22, -0.20], [-0.98, 0.34, 0.10], [0.24, -0.18, 0.26], [-0.08, 0.03, 0.12], [-0.11, 0.20, -0.10], [0.05, -0.10, -0.23], [0.24, 0.32, -0.09], [0.08, 0.20, 0.06], [0.41, -0.35, -0.03], [0.16, -0.21, 0.23], [-0.39, -0.31, 0.61], [0.10, 0.45, -0.43], [0.04, -0.01, -0.04], [0.14, 0.28, -0.08], [0.08, -0.28, -0.16], [0.13, -0.19, 0.15], [0.18, -0.20, -0.11], [-0.17, -0.05, -0.02], [-0.09, -0.02, 0.01], [-0.06, 0.12, 0.03], [0.01, 0.10, -0.07], [0.20, -0.14, 0.02], [0.67, 0.74, -0.23], [0.22, -0.21, 0.03], [0.29, 0.15, 0.22], [0.46, 0.59, -0.45], [0.07, -0.33, 0.10], [-0.68, 0.41, 0.42], [0.04, 0.03, 0.07], [-0.35, -0.08, 0.27], [-0.51, -0.48, -0.11], [-0.07, -0.11, -0.15], [-0.30, 0.09, 0.04], [-0.19, -0.25, 0.12], [-0.12, -0.13, 0.08], [0.20, -0.04, -0.20], [0.06, 0.02, -0.05], [0.16, -0.22, -0.04], [0.28, 0.04, 0.26], [-0.46, 0.06, -0.10], [0.94, -0.74, -0.33], [-0.77, 0.58, 0.20], [-0.05, -0.17, -0.35], [0.00, 0.06, -0.07], [-0.05, -0.07, 0.05], [0.12, 0.08, -0.12], [-0.04, -0.01, -0.01], [-0.25, 0.36, 0.17], [-0.08, -0.03, 0.04], [-0.05, -0.10, 0.01], [0.40, -0.08, 0.12], [0.04, -0.12, 0.05], [-0.06, 0.09, 0.06], [0.01, 0.02, 0.03], [0.47, -0.66, -0.16], [-0.27, 0.17, -0.08], [0.07, -0.17, 0.54], [0.40, 0.27, -0.02], [0.06, -0.14, -0.18], [-0.03, -0.29, 0.08], [-0.16, 0.04, 0.02], [0.01, 0.28, 0.07], [-0.19, 0.22, 0.17], [-0.02, -0.01, -0.38], [-0.14, 0.03, -0.11], [-0.18, 0.23, -0.03], [-0.12, -0.15, 0.14], [0.03, 0.05, -0.14], [0.02, 0.03, 0.13], [0.08, 0.09, -0.02]], "mulliken_charge": [-0.6960, -0.1325, -0.4824, -0.6198, 0.7331, 0.2681, 0.3796, -0.1491, 0.3846, 0.3524, 0.3531, -0.5247, 0.1379, -0.2333, -0.6132, -0.1802, 0.3086, 0.2978, 0.3742, -0.4839, -0.4841, 0.3889, 0.2833, -0.1025, 0.5950, -0.8811, -0.2887, -0.5276, -0.7064, -0.3468, -0.8389, 0.2567, 0.3482, 0.3986, 0.4544, 0.2901, 0.3556, 0.4007, 0.3200, 0.2593, 0.3218, -0.7666, -0.2276, -0.5645, -0.1315, -0.4492, -0.6228, 0.2327, 0.2746, 0.3106, 0.3718, 0.4259, 0.3492, 0.0498, 0.2185, 0.2607, 0.2826, -0.7180, -0.3629, -0.0391, -0.6527, -0.4081, -0.7047, 0.2659, 0.3289, 0.2616, 0.4182, 0.0128, 0.4053, 0.3812, 0.2542, 0.2864, 0.2857]}